Record 1
{"formula": "C26H25F9N3OS2V", "method": "ωB97M-V/def2-TZVPD", "multiplicity": 3, "e_homo_ev": [-7.63, -7.95], "total_energy_ha": -3884.6128, "e_lumo_ev": [-0.2, 0.5], "species": ["V", "C", "N", "C", "C", "N", "C", "C", "C", "C", "C", "C", "C", "S", "C", "C", "C", "C", "C", "C", "S", "H", "H", "H", "H", "H", "H", "H", "H", "H", "H", "H", "H", "H", "H", "H", "H", "H", "H", "F", "C", "F", "F", "C", "O", "C", "F", "F", "F", "C", "F", "F", "F", "N", "C", "C", "C", "C", "C", "C", "H", "H", "H", "H", "H", "H", "H"], "xyz": [[0.324689, 0.077216, 0.651459], [0.702159, 2.912629, 1.531273], [-0.404478, 2.081199, 1.011536], [-0.924062, 2.658603, -0.254155], [-0.023582, 2.308660, -1.413586], [-0.075644, 0.855779, -1.694561], [-1.371372, 0.524666, -2.318686], [1.037710, 0.529083, -2.570443], [0.909740, 0.593759, -3.952288], [1.985190, 0.303855, -4.777031], [3.206561, -0.040949, -4.217289], [3.343272, -0.088539, -2.841873], [2.265207, 0.193977, -2.000608], [2.507747, 0.111616, -0.261631], [-1.513154, 1.937429, 1.960747], [-1.780798, 2.912744, 2.908390], [-2.854535, 2.770558, 3.776457], [-3.660830, 1.648207, 3.686537], [-3.383364, 0.667215, 2.750596], [-2.304657, 0.784387, 1.878522], [-1.940545, -0.547025, 0.753657], [0.410059, 3.964180, 1.580647], [1.558335, 2.807048, 0.867667], [0.980732, 2.547561, 2.516174], [-1.012245, 3.743966, -0.135278], [-1.925708, 2.260702, -0.407628], [1.013784, 2.574968, -1.207225], [-0.339120, 2.869010, -2.304125], [-1.640675, 1.266042, -3.078757], [-2.145749, 0.488323, -1.561613], [-1.306932, -0.457035, -2.782028], [-0.038800, 0.849895, -4.402013], [1.865505, 0.344367, -5.851364], [4.053935, -0.273998, -4.848568], [4.290836, -0.356578, -2.392755], [-1.152919, 3.788517, 2.979631], [-3.051574, 3.533344, 4.517174], [-4.499185, 1.523316, 4.359001], [-3.993182, -0.225674, 2.703141], [-0.787081, -1.885639, 3.830061], [0.028844, -0.990492, 4.400094], [0.378187, -1.462132, 5.607399], [-0.664577, 0.128487, 4.583942], [1.266910, -0.736726, 3.490453], [0.882986, 0.046429, 2.455915], [1.841878, -2.096780, 2.996411], [1.884257, -3.033623, 3.945680], [3.072154, -1.944915, 2.501982], [1.078579, -2.575085, 1.996379], [2.374921, 0.019769, 4.284316], [3.225684, 0.612020, 3.449702], [1.841504, 0.977286, 5.053126], [3.077400, -0.797228, 5.077976], [0.272028, -2.302847, -0.722089], [-0.256278, -2.674551, -1.972844], [-1.597791, -3.033072, -2.069952], [-2.149162, -3.326148, -3.306709], [-1.374134, -3.271754, -4.456799], [-0.034163, -2.926104, -4.352676], [0.527946, -2.627708, -3.121821], [-0.216592, -2.738216, 0.049509], [1.272195, -2.418710, -0.618760], [-2.212425, -3.064020, -1.177939], [-3.194260, -3.600391, -3.369345], [-1.807413, -3.502912, -5.420205], [0.586906, -2.879708, -5.238052], [1.569146, -2.338251, -3.054857]], "forces_ev_per_angstrom": [[-0.3, -0.2, -0.7], [0.0, -0.1, 0.0], [0.0, -0.2, 0.3], [0.0, 0.0, 0.1], [0.0, 0.1, -0.1], [0.2, 0.0, 0.3], [0.0, -0.1, 0.0], [0.0, 0.0, 0.0], [0.1, 0.0, -0.1], [0.0, 0.0, 0.0], [0.0, 0.0, 0.0], [0.0, 0.0, 0.0], [0.1, 0.0, 0.0], [0.1, 0.2, 0.1], [0.1, -0.1, 0.0], [-0.1, 0.0, 0.0], [0.0, 0.0, 0.0], [0.0, 0.0, 0.0], [-0.1, 0.0, 0.0], [0.0, -0.1, -0.1], [0.0, 0.3, 0.3], [0.0, 0.0, 0.0], [0.0, 0.0, 0.0], [0.0, 0.0, 0.0], [0.0, 0.0, -0.1], [0.0, 0.0, -0.1], [0.0, 0.0, 0.0], [0.0, 0.0, 0.0], [0.0, 0.0, 0.0], [0.0, 0.0, 0.0], [0.0, 0.0, 0.0], [0.0, 0.0, 0.0], [0.0, 0.0, 0.0], [0.0, 0.0, 0.0], [0.0, 0.0, 0.0], [0.0, 0.0, 0.0], [0.0, 0.0, 0.0], [0.0, 0.0, 0.0], [0.0, 0.0, 0.0], [0.0, 0.0, 0.0], [0.0, -0.1, 0.2], [0.0, 0.0, -0.1], [0.0, 0.0, 0.0], [0.0, 0.0, -0.1], [-0.2, 0.0, -0.4], [0.1, -0.1, 0.0], [0.0, 0.1, 0.0], [0.0, 0.0, 0.0], [-0.1, 0.0, 0.0], [0.1, 0.0, 0.1], [0.0, 0.0, -0.1], [-0.1, 0.0, 0.0], [0.0, 0.0, 0.0], [0.0, 0.3, 0.6], [0.0, 0.0, -0.1], [0.0, 0.0, -0.1], [0.0, 0.0, 0.0], [0.0, 0.0, 0.0], [0.0, 0.0, 0.0], [-0.1, 0.0, 0.0], [0.1, -0.1, 0.0], [0.0, -0.1, -0.1], [0.0, 0.0, 0.0], [0.0, 0.0, 0.0], [0.0, 0.0, 0.0], [0.0, 0.0, 0.0], [0.0, 0.0, 0.0]], "lowdin_spin": [1.954, 0.005, -0.002, 0.002, 0.002, -0.005, 0.001, 0.004, -0.001, 0.004, -0.001, 0.002, 0.001, -0.002, 0.006, 0.000, 0.004, -0.001, 0.002, 0.001, -0.013, 0.000, 0.000, 0.000, 0.000, 0.000, 0.000, 0.000, 0.000, 0.000, 0.000, 0.000, 0.000, 0.000, 0.000, 0.000, 0.000, 0.000, 0.000, 0.000, -0.001, 0.000, 0.000, 0.006, 0.012, 0.002, 0.001, 0.000, 0.003, -0.001, 0.000, 0.000, 0.000, 0.010, 0.000, 0.001, 0.000, 0.001, 0.000, 0.001, 0.000, 0.001, 0.000, 0.000, 0.000, 0.000, 0.000]}

***

Record 2
{"formula": "C26H25N2O2", "method": "ωB97M-V/def2-TZVPD", "total_charge": 1, "e_homo_ev": -10.25, "total_energy_ha": -1265.4538, "e_lumo_ev": -2.8, "species": ["C", "O", "C", "C", "C", "C", "C", "C", "C", "C", "C", "C", "C", "O", "C", "C", "C", "N", "C", "C", "N", "C", "C", "C", "C", "C", "C", "C", "C", "C", "H", "H", "H", "H", "H", "H", "H", "H", "H", "H", "H", "H", "H", "H", "H", "H", "H", "H", "H", "H", "H", "H", "H", "H", "H"], "xyz": [[-2.758441, -2.723607, 6.662209], [-2.846509, -1.291797, 6.471777], [-2.722347, -0.783942, 5.221417], [-2.744886, 0.629811, 5.082599], [-2.473678, 1.218759, 3.863756], [-2.198066, 0.447211, 2.693704], [-1.894352, 1.121491, 1.409465], [-1.660510, 0.486044, 0.250337], [-0.976276, 1.038344, -1.014029], [-1.342205, 0.158569, -2.266696], [-1.493321, 0.727771, -3.544186], [-1.617099, -0.069962, -4.673493], [-1.672795, -1.480840, -4.549793], [-1.747383, -2.190270, -5.706640], [-1.734441, -3.634675, -5.723367], [-1.715487, -2.058755, -3.262419], [-1.554847, -1.221322, -2.148337], [0.524610, 1.466290, -1.011445], [0.737164, 2.797686, -1.370706], [2.049640, 3.018919, -1.258829], [2.660446, 1.833758, -0.879981], [4.037191, 1.656306, -0.571789], [4.503383, 0.342633, -0.456099], [5.853012, 0.154861, -0.162030], [6.680899, 1.247860, 0.104731], [6.190755, 2.559121, 0.003165], [4.866640, 2.772763, -0.405005], [1.680503, 0.891343, -0.822512], [-2.265223, -0.964162, 2.829618], [-2.545124, -1.570029, 4.059373], [-2.851729, -2.872262, 7.742055], [-3.580831, -3.250458, 6.149099], [-1.790515, -3.122541, 6.321247], [-2.939182, 1.232327, 5.975910], [-2.495595, 2.302969, 3.780131], [-1.763709, 2.192243, 1.513930], [-2.188661, -0.474855, 0.153379], [-1.289609, 2.112338, -1.136482], [-1.428437, 1.814939, -3.674138], [-1.718859, 0.361704, -5.661572], [-1.711347, -3.879191, -6.792420], [-0.839367, -4.052925, -5.238989], [-2.641255, -4.054879, -5.278472], [-1.912384, -3.120057, -3.122106], [-1.497169, -1.707594, -1.165342], [-0.043662, 3.493871, -1.662095], [2.643668, 3.906874, -1.459323], [3.819560, -0.482909, -0.623545], [6.230360, -0.859037, -0.142061], [7.719071, 1.087513, 0.385369], [6.818477, 3.415764, 0.227914], [4.500481, 3.795034, -0.578568], [1.831576, -0.168145, -0.639704], [-2.106827, -1.593852, 1.962918], [-2.585307, -2.657050, 4.138069]], "forces_ev_per_angstrom": [[-0.2, 0.3, -0.1], [0.0, -0.4, -0.3], [0.2, 0.2, -0.8], [0.2, -0.6, 0.5], [0.0, -0.5, -0.9], [-1.0, -0.4, 0.6], [0.7, -0.2, 0.5], [0.2, -0.2, -0.3], [-1.7, 0.6, -0.8], [0.1, 0.4, 0.7], [0.7, 0.0, 0.0], [-0.2, -0.6, 0.3], [-0.3, -0.3, 0.4], [0.1, 0.1, 0.3], [0.1, 0.4, -0.2], [0.0, 0.8, -0.4], [0.7, -0.3, 0.1], [-1.8, 0.6, -0.7], [-0.1, -0.2, 0.4], [1.4, 0.4, -0.1], [-1.5, -0.2, -0.6], [0.7, -0.3, -0.1], [0.5, 0.9, 0.0], [-0.4, 0.1, 0.0], [-0.2, 0.3, 0.0], [-0.5, -0.6, -0.3], [0.1, -0.3, 0.2], [1.1, -0.2, 0.8], [-0.2, 0.9, 0.5], [0.2, 0.3, 0.3], [0.0, 0.1, -0.3], [0.3, 0.3, 0.2], [-0.3, 0.2, 0.0], [0.1, -0.2, -0.4], [0.1, -0.1, 0.1], [0.5, 0.2, -0.1], [1.0, 0.2, 0.0], [-0.7, -1.4, -0.2], [-0.1, -0.4, 0.1], [0.1, 0.0, 0.1], [0.0, 0.0, 0.4], [-0.2, 0.3, 0.0], [0.1, 0.1, 0.0], [0.2, 0.2, -0.1], [-0.1, 0.2, -0.5], [0.2, -0.4, 0.2], [-0.4, -0.3, 0.1], [0.4, 0.0, 0.0], [0.1, 0.1, 0.1], [-0.2, 0.0, -0.1], [0.0, -0.2, -0.1], [0.2, -0.6, 0.3], [-0.1, 0.4, 0.2], [0.1, 0.0, 0.1], [0.1, 0.3, -0.1]], "lowdin_charge": [-0.055, -0.078, -0.264, 0.004, -0.033, -0.213, -0.037, -0.056, -0.128, -0.177, -0.034, 0.012, -0.259, -0.085, -0.051, 0.003, -0.044, 0.035, -0.010, 0.005, 0.025, -0.183, -0.009, -0.055, -0.059, -0.049, -0.006, 0.017, -0.022, -0.008, 0.096, 0.098, 0.097, 0.126, 0.112, 0.112, 0.091, 0.131, 0.117, 0.123, 0.098, 0.098, 0.094, 0.111, 0.107, 0.143, 0.136, 0.103, 0.113, 0.114, 0.114, 0.112, 0.166, 0.101, 0.104]}

***

Record 3
{"formula": "C26H25N3O5S", "method": "ωB97M-V/def2-TZVPD", "e_homo_ev": -8.67, "total_energy_ha": -1944.4299, "e_lumo_ev": -0.3, "species": ["C", "C", "N", "C", "C", "S", "O", "O", "C", "C", "C", "C", "O", "O", "C", "C", "C", "C", "C", "C", "C", "N", "C", "C", "C", "C", "C", "C", "N", "C", "C", "C", "C", "O", "C", "H", "H", "H", "H", "H", "H", "H", "H", "H", "H", "H", "H", "H", "H", "H", "H", "H", "H", "H", "H", "H", "H", "H", "H", "H"], "xyz": [[5.275051, 3.569078, 0.931805], [3.922409, 4.268946, 1.028238], [3.564616, 4.895276, -0.221658], [4.031883, 6.241873, -0.498460], [4.836306, 6.285899, -1.791160], [2.048622, 4.499696, -0.780544], [1.075592, 4.568239, 0.276905], [1.791516, 5.253967, -1.968174], [2.252129, 2.757799, -1.178106], [1.460268, 1.835361, -0.537172], [1.581271, 0.480094, -0.839989], [0.751000, -0.560573, -0.189420], [0.807403, -1.733222, -0.465064], [-0.047355, -0.028282, 0.750051], [-0.960758, -0.791577, 1.462766], [-1.166848, -0.418304, 2.786233], [-2.093212, -1.104838, 3.549879], [-2.811974, -2.149147, 3.000594], [-2.620454, -2.512560, 1.668519], [-3.413843, -3.612165, 1.109192], [-3.671096, -3.732496, -0.284556], [-4.371358, -4.706116, -0.789459], [-4.867921, -5.629360, 0.063472], [-5.621885, -6.712090, -0.426387], [-6.137797, -7.628024, 0.448377], [-5.925228, -7.501322, 1.832426], [-5.194889, -6.462485, 2.338207], [-4.645643, -5.503329, 1.462981], [-3.915848, -4.485750, 1.955376], [-1.684947, -1.827221, 0.896008], [2.508824, 0.086327, -1.802236], [3.302019, 1.011589, -2.449191], [3.186420, 2.371786, -2.145356], [3.911697, 3.351950, -2.702164], [4.828461, 3.031767, -3.727397], [5.253407, 2.825505, 0.139428], [6.058499, 4.289260, 0.711041], [5.507394, 3.075746, 1.871977], [3.935971, 5.004575, 1.842795], [3.140146, 3.540483, 1.251899], [3.166332, 6.905380, -0.590419], [4.639811, 6.580545, 0.344900], [5.191854, 7.297127, -1.973473], [5.687305, 5.612658, -1.730262], [4.195396, 5.976395, -2.610253], [0.748797, 2.190737, 0.191271], [-0.597651, 0.402306, 3.193572], [-2.251613, -0.821506, 4.579368], [-3.533385, -2.697497, 3.585175], [-3.310425, -2.994271, -0.987617], [-5.774204, -6.788658, -1.491721], [-6.717804, -8.461549, 0.080341], [-6.347380, -8.240342, 2.497645], [-5.017660, -6.349669, 3.396479], [-1.499486, -2.112135, -0.126181], [2.593692, -0.964890, -2.033873], [4.007709, 0.672607, -3.190620], [4.328906, 2.561619, -4.579007], [5.257292, 3.981624, -4.040794], [5.625299, 2.376574, -3.361734]], "forces_ev_per_angstrom": [[-0.3, 0.2, 0.1], [0.3, -0.4, 0.4], [-1.1, -0.3, -0.4], [0.0, 0.4, -0.6], [-0.1, 0.1, 0.2], [0.2, -0.2, 0.3], [0.1, -0.2, 0.0], [0.3, 0.1, -0.2], [0.1, 0.8, 0.1], [-0.1, -0.2, 0.1], [0.1, 0.2, -0.1], [0.3, -0.5, -0.3], [-0.1, 0.3, 0.1], [-0.3, 0.3, 0.2], [-0.2, -0.2, 0.4], [0.2, 0.0, -0.4], [0.0, 0.0, 0.0], [0.0, 0.0, -0.1], [0.3, 0.5, 0.3], [-0.4, -0.6, 0.1], [-0.1, -0.1, -0.1], [0.1, 0.1, -0.3], [0.1, 0.0, 0.6], [-0.1, -0.2, 0.1], [0.0, 0.1, -0.3], [0.1, 0.1, 0.3], [-0.1, -0.2, 0.0], [-0.2, -0.2, -0.6], [0.3, 0.4, 0.0], [0.0, 0.0, -0.1], [-0.3, 0.0, 0.2], [0.2, 0.2, -0.1], [0.0, -0.2, 0.0], [-0.1, -0.1, 0.0], [0.2, -0.1, -0.2], [0.0, -0.1, -0.1], [0.2, 0.1, 0.0], [0.1, -0.1, 0.1], [-0.1, -0.1, -0.1], [0.1, 0.0, 0.2], [0.2, 0.1, 0.1], [-0.1, -0.1, 0.0], [0.1, 0.1, -0.1], [0.1, -0.1, 0.0], [0.0, 0.0, -0.1], [-0.1, 0.0, 0.1], [0.1, 0.1, 0.0], [0.0, 0.0, 0.1], [0.0, 0.0, 0.1], [0.1, 0.1, 0.0], [0.0, 0.0, -0.1], [0.0, 0.0, -0.1], [0.0, 0.0, 0.1], [0.0, 0.0, 0.1], [0.0, 0.0, 0.0], [0.0, -0.1, 0.0], [0.1, 0.0, -0.1], [0.0, 0.0, 0.1], [0.0, -0.1, 0.0], [-0.1, 0.0, 0.0]], "lowdin_charge": [-0.061, -0.261, -0.265, -0.243, -0.078, 0.689, -0.283, -0.261, -0.170, 0.024, -0.108, -0.419, 0.127, 0.078, -0.206, 0.005, -0.062, -0.025, -0.151, -0.194, -0.054, 0.134, -0.220, -0.017, -0.080, -0.080, -0.015, -0.207, 0.182, 0.053, 0.016, 0.014, -0.256, -0.093, -0.053, 0.069, 0.071, 0.074, 0.125, 0.105, 0.117, 0.123, 0.075, 0.071, 0.060, 0.126, 0.120, 0.107, 0.108, 0.114, 0.112, 0.102, 0.103, 0.112, 0.112, 0.126, 0.109, 0.103, 0.094, 0.101]}